# 1
A gas-phase ion, C2H3NOPS (charge +1) in a non-equilibrium geometry, computed with wB97M-V/def2-TZVPD.

Structure (XYZ):
```
9
C2H3NOPS, DFT wB97M-V/def2-TZVPD
C 2.051 -0.115 0.012
C 0.663 0.244 0.121
N -0.490 0.515 -0.175
O -1.758 0.439 -0.069
P -3.106 -0.859 -0.133
S -4.510 0.359 0.047
H 2.114 -0.836 -0.698
H 2.484 -0.471 1.026
H 2.553 0.723 -0.131
```

Properties
**Energy above the lowest of the compared OMol25 structures with the same formula, charge and spin**: 154.0 kJ/mol
**Structure (SMILES)**: CC#[N+]OP=S
**Gap between HOMO and LUMO**: 8.8757 eV
**M**: 120.1 g/mol
**Charge**: +1

***

# 2
C5H8N2O in the gas phase in a non-equilibrium geometry, computed with wB97M-V/def2-TZVPD.

Structure (XYZ):
```
16
C5H8N2O, DFT wB97M-V/def2-TZVPD
C 0.617 0.000 -2.563
O -0.504 -0.103 -1.663
C -0.357 -0.055 -0.257
C -0.374 1.022 0.430
C -0.205 1.165 1.886
N 0.000 -0.152 2.334
C 0.007 -1.273 1.666
N -0.303 -1.281 0.303
H 0.024 -0.217 -3.462
H 1.576 -0.753 -2.325
H 1.228 0.949 -2.684
H -0.661 1.836 -0.160
H 0.754 1.753 2.169
H -1.079 1.646 2.262
H -0.038 -2.266 2.038
H -0.686 -2.269 0.025
```

Properties
**Energy above the lowest of the compared OMol25 structures with the same formula, charge and spin**: 361.3 kJ/mol
**Structure (SMILES)**: COC1=CCN=CN1
**Gap between HOMO and LUMO**: 8.7880 eV
**M**: 112.1 g/mol
**Charge**: 0

***

# 3
9 unconnected molecules or ions with the total composition C24H64F3N16O10P in a non-equilibrium geometry, computed with wB97M-V/def2-TZVPD.

Structure (XYZ):
```
118
C24H64F3N16O10P, DFT wB97M-V/def2-TZVPD
C 0.191 -3.546 -3.009
C -0.339 -2.093 -2.915
C -0.650 -1.760 -1.446
O -1.658 -0.762 -1.425
C -1.835 -0.190 -0.138
P -0.542 1.070 0.335
C 0.144 1.760 -1.235
C -0.741 2.903 -1.769
C -1.736 2.394 -2.823
C -3.119 3.026 -2.715
C -3.797 2.701 -1.387
C -4.762 1.499 -1.482
C -6.192 1.852 -1.921
C -7.257 1.408 -0.912
C -7.050 -0.013 -0.403
C -7.641 -1.098 -1.301
O -7.202 -2.417 -0.899
C -8.293 -3.271 -0.596
C 0.894 0.137 1.137
F 1.296 0.733 2.258
F 0.589 -1.104 1.477
F 1.941 0.129 0.316
H -0.551 -4.228 -3.412
H 1.082 -3.578 -3.627
H 0.508 -3.856 -2.017
H 0.478 -1.446 -3.228
H -1.228 -1.925 -3.514
H -1.017 -2.671 -0.968
H 0.284 -1.410 -1.008
H -1.944 -0.962 0.632
H -2.775 0.356 -0.164
H 1.127 2.169 -1.016
H 0.260 0.975 -1.981
H -1.266 3.327 -0.914
H -0.141 3.706 -2.185
H -1.301 2.642 -3.791
H -1.795 1.307 -2.791
H -2.996 4.111 -2.754
H -3.721 2.754 -3.582
H -4.388 3.557 -1.057
H -3.065 2.491 -0.614
H -4.326 0.854 -2.247
H -4.720 1.007 -0.514
H -6.252 2.939 -1.992
H -6.409 1.494 -2.923
H -8.220 1.424 -1.430
H -7.383 2.102 -0.089
H -7.572 -0.092 0.551
H -6.015 -0.253 -0.187
H -7.380 -0.966 -2.354
H -8.718 -1.064 -1.162
H -9.138 -3.156 -1.274
H -8.612 -3.188 0.446
H -7.949 -4.289 -0.717
N -4.372 -2.105 0.768
C -3.722 -2.353 1.938
N -4.332 -3.256 2.761
O -2.669 -1.806 2.233
H -5.239 -2.538 0.495
H -3.941 -1.448 0.142
H -3.879 -3.462 3.632
H -5.194 -3.715 2.537
N 4.512 3.837 2.261
C 3.750 4.370 3.263
N 2.575 3.712 3.501
O 4.092 5.355 3.891
H 4.251 3.020 1.734
H 5.379 4.295 2.056
H 1.984 4.075 4.229
H 2.281 2.903 2.986
N 3.848 -1.365 -0.585
C 4.467 -2.220 -1.442
N 5.763 -1.893 -1.706
O 3.910 -3.197 -1.928
H 4.298 -0.561 -0.180
H 2.899 -1.563 -0.348
H 6.278 -2.491 -2.325
H 6.230 -1.100 -1.303
N 6.577 -0.335 2.632
C 5.267 0.014 2.615
N 4.596 -0.153 3.790
O 4.714 0.452 1.611
H 7.045 -0.694 3.442
H 7.103 -0.220 1.780
H 3.624 0.097 3.804
H 5.020 -0.508 4.625
N 10.604 -0.763 -0.722
C 9.442 -0.292 -1.256
N 9.588 0.692 -2.193
O 8.351 -0.718 -0.921
H 11.511 -0.427 -0.982
H 10.529 -1.483 -0.027
H 8.750 1.060 -2.606
H 10.475 1.056 -2.483
N 10.731 2.722 2.532
C 9.493 2.210 2.260
N 8.468 3.110 2.302
O 9.313 1.034 2.001
H 10.898 3.686 2.750
H 11.504 2.084 2.512
H 7.545 2.760 2.112
H 8.587 4.082 2.517
N -0.411 1.450 4.634
C -1.137 1.956 5.672
N -2.301 1.292 5.941
O -0.774 2.928 6.310
H -0.689 0.653 4.092
H 0.447 1.915 4.408
H -2.861 1.638 6.698
H -2.617 0.492 5.425
N -6.213 -3.344 -3.574
C -6.448 -4.684 -3.488
N -6.005 -5.426 -4.548
O -7.012 -5.185 -2.531
H -5.748 -2.911 -4.350
H -6.532 -2.772 -2.805
H -6.163 -6.416 -4.512
H -5.539 -5.035 -5.344
```

Properties
**Structure (SMILES)**: CCCOCP(CCCCCCCCCCOC)C(F)(F)F.NC(N)=O.NC(N)=O.NC(N)=O.NC(N)=O.NC(N)=O.NC(N)=O.NC(N)=O.NC(N)=O
**Gap between HOMO and LUMO**: 9.0062 eV
**M**: 824.8 g/mol
**Charge**: 0

***

# 4
A molecular structure, C3H4AuO3 in a non-equilibrium geometry, computed with wB97M-V/def2-TZVPD.

Structure (XYZ):
```
11
C3H4AuO3, DFT wB97M-V/def2-TZVPD
C -0.160 -1.244 0.446
C -1.196 -0.770 -0.241
O 1.156 -1.116 -0.022
H -0.231 -1.809 1.374
H -1.126 -0.152 -1.137
H -2.157 -1.263 -0.104
H 1.685 -1.889 0.222
O -0.912 3.206 0.180
C 0.081 2.647 0.039
O 0.975 1.949 -0.259
Au 1.885 0.440 -0.498
```

Properties
**Energy above the lowest of the compared OMol25 structures with the same formula, charge and spin**: 0.0 kJ/mol
**Expectation value of S²**: 2.01
**Gap between HOMO and LUMO (alpha / beta)**: 11.6143 / 7.5900 eV
**M**: 285.0 g/mol
**Spin multiplicity**: 3
**Charge**: +3

***

> Which of these has the highest M?

C24H64F3N16O10P

***

> Which formula does entry 1 have?

C2H3NOPS

***

> What is the charge in the fourth record?

+3

***

> Among the records above, which one has the highest charge?

C3H4AuO3